1.
Entry from the OMol25 dataset: a cluster of 2 separate species, C12H18F6N2O3P in total at a distorted geometry (the ωB97M-V functional and the def2-TZVPD basis).

Its lowest unoccupied orbital energy is 0.077 Eh. As for the charge: -1. The value obtained for the highest occupied orbital energy is -7.025 eV.

Last column: Mulliken charge in e.
Positions of all 42 atoms, in Å:
1 C 1.9143 -2.7014 1.4971  -0.4570
2 O 3.1432 -2.6332 0.6724  -0.3683
3 C 2.8290 -2.4526 -0.7564  -0.1492
4 C 3.9010 -1.3346 -1.3864  -0.6534
5 C 3.1971 0.1735 -1.5141  -0.7174
6 C 2.6787 0.6974 -0.0195  0.6525
7 C 4.0298 0.8880 0.8914  -0.1322
8 N 5.0232 0.9133 1.7520  -0.5718
9 C 1.7632 2.0926 -0.1298  0.5488
10 C 1.7072 2.6796 1.4349  -0.0322
11 N 1.4240 2.9981 2.6795  -0.4967
12 C 0.2990 1.6343 -0.7065  -0.3700
13 C -0.8328 1.3614 0.4870  -0.6525
14 O -2.1203 0.9178 -0.0688  -0.1815
15 C -2.3218 -0.5330 0.0648  0.7416
16 C -2.9335 -1.3181 -1.2690  -0.9002
17 O -2.1090 -1.2737 1.1550  -0.5789
18 H 0.9306 -2.8719 0.8611  0.2487
19 H 2.0529 -3.4677 2.3708  0.2604
20 H 1.7726 -1.6343 2.0077  0.1766
21 H 2.9532 -3.4751 -1.3542  0.2701
22 H 1.7554 -1.9765 -0.9532  0.1023
23 H 4.8587 -1.3318 -0.6954  0.3312
24 H 4.2036 -1.6947 -2.4758  0.3422
25 H 4.0322 0.8843 -1.9705  0.3246
26 H 2.3204 0.1514 -2.2965  0.3168
27 H 1.9393 -0.1055 0.4623  -0.2979
28 H 2.3009 2.9155 -0.7905  0.4725
29 H 0.4306 0.6053 -1.2927  0.0318
30 H -0.1337 2.4399 -1.4652  0.2992
31 H -1.0322 2.4393 0.9590  0.3029
32 H -0.4002 0.6896 1.3420  0.3245
33 H -3.0099 -2.4825 -1.1264  0.2951
34 H -4.0477 -0.9224 -1.4305  0.2540
35 H -2.2848 -1.0378 -2.2017  0.2410
36 F -6.8580 0.4059 0.0598  -0.3496
37 P -5.7476 1.2522 0.7525  0.9525
38 F -5.1090 1.4885 2.1540  -0.3275
39 F -4.9621 1.2167 -0.5930  -0.3141
40 F -5.0447 -0.0859 1.1319  -0.2849
41 F -7.0987 1.7521 1.3470  -0.3147
42 F -5.4140 2.7363 0.4137  -0.3393

Atomic forces in eV per Å
-0.57 1.23 0.70
-2.43 -0.04 -1.20
0.79 0.98 -1.05
-0.63 -0.45 -0.11
0.93 -0.47 0.11
0.64 0.24 -0.47
6.10 -0.39 6.61
-9.31 -0.14 -8.35
0.77 -0.28 1.36
-3.14 1.76 8.26
2.88 -2.94 -11.81
-0.88 -0.43 -0.18
0.79 2.12 0.71
1.76 -3.57 0.73
-0.14 -3.86 3.53
-0.68 1.17 0.30
-0.51 5.24 -6.38
2.14 -0.03 1.34
-0.27 1.30 -1.94
0.26 -2.19 -0.93
-0.42 2.10 1.40
2.04 -1.32 0.63
-2.00 0.18 -1.44
-0.57 0.86 2.28
-1.85 -1.22 1.22
1.58 -0.06 1.74
2.03 1.67 -0.80
-1.18 -1.82 1.47
-0.14 2.28 1.15
0.98 -1.76 1.72
0.28 -2.51 -0.92
-1.05 0.98 -1.76
0.53 2.52 0.09
2.54 -0.60 0.39
-1.25 -0.52 1.75
-1.36 -3.85 -4.28
-0.27 0.34 0.46
1.42 3.75 4.09
2.79 -3.30 -4.25
0.93 -5.74 -1.32
-2.69 3.18 4.01
-0.82 5.58 1.13

2.
Entry from the OMol25 dataset: an isolated molecule of C3H4N2O (the ωB97M-V functional and the def2-TZVPD basis).

Its lowest unoccupied orbital energy is 0.032 Eh. Its energy above the lowest of the compared OMol25 structures with the same formula, charge and spin is 48.95 kcal/mol. As for the charge: 0. The SMILES is Nc1cnoc1. The value obtained for the highest occupied orbital energy is -9.086 eV.

Last column: Mulliken charge in e.
Positions of all 10 atoms, in Å:
1 N 1.5938 0.0310 -0.5281  -0.5650
2 C 0.2219 0.0165 -0.2102  0.6190
3 C -0.5872 1.1565 0.0751  -0.4589
4 N -1.8360 0.8347 0.2766  -0.3493
5 O -1.9042 -0.5242 0.1131  -0.1842
6 C -0.6775 -1.0003 -0.1610  -0.3486
7 H 2.1735 0.2166 0.2826  0.2504
8 H 1.8966 -0.8372 -0.9507  0.2451
9 H -0.2857 2.1951 0.1308  0.3880
10 H -0.6056 -2.0690 -0.3065  0.4034

Atomic forces in eV per Å
0.09 -0.13 0.06
-0.33 -0.09 0.06
-0.12 0.03 0.02
0.33 0.21 -0.03
-0.01 -0.18 -0.02
0.15 0.04 -0.04
-0.05 0.03 -0.11
-0.03 0.08 0.05
-0.05 -0.14 0.01
0.02 0.15 0.01